[1]
The following is a quantum chemistry calculation of a 6-piece molecular cluster, C4H20N2O7 overall at a distorted geometry, from the Open Molecules 2025 dataset.

Calculated values
* HOMO level: -8.7 eV
* E_tot: -800.4439 a.u.
* ΔE to the lowest compared entry with this formula, charge and spin: 121.4 kcal/mol
* SMILES: NCN[C@H](C=O)CO.O.O.O.O.O
* max |F|: 7.44 eV Å⁻¹

ORCA input file:
```
! RIJCOSX wB97M-V def2-TZVPD def2/J DEFGRID3
* xyz 0 1
N -0.453 -1.053 3.248
C -0.504 -0.354 1.897
N 0.289 -0.779 0.818
C -0.313 -1.529 -0.260
C -1.270 -2.729 -0.002
O -2.273 -2.622 0.627
C 0.734 -1.964 -1.319
O 0.082 -1.946 -2.608
H 0.515 -1.209 3.602
H -1.063 -1.796 3.232
H -0.358 0.748 2.046
H -1.642 -0.396 1.579
H 1.158 -1.017 1.013
H -1.015 -0.920 -0.861
H -1.131 -3.704 -0.580
H 1.610 -1.171 -1.173
H 0.985 -3.123 -1.403
H -0.234 -1.065 -2.699
O -2.421 0.526 -1.458
H -3.074 0.363 -2.066
H -2.855 0.780 -0.663
O 2.789 0.550 2.607
H 1.963 0.503 3.163
H 2.575 1.578 2.348
O -0.717 2.438 -1.987
H -0.866 1.599 -1.710
H -1.222 3.130 -1.352
O 1.163 2.814 0.386
H 0.427 2.739 -0.230
H 1.731 3.348 -0.257
O 2.061 2.195 -1.977
H 1.950 1.544 -1.403
H 1.378 2.522 -2.558
*
```


[2]
The following is a quantum chemistry calculation of C11H18ClIN2O2PRh as an isolated structure at a distorted geometry, from the Open Molecules 2025 dataset.

Calculated values
* HOMO level (alpha / beta): -15.3 / -15.3 eV
* E_tot: -1898.9696 a.u.
* ΔE to the lowest compared entry with this formula, charge and spin: 0.0 kcal/mol
* max |F|: 5.68 eV Å⁻¹

ORCA input file:
```
! RIJCOSX wB97M-V def2-TZVPD def2/J DEFGRID3
* xyz 2 5
C 0.268 2.060 1.924
I -0.925 1.229 4.673
H 0.712 2.661 1.120
H 1.167 2.033 2.542
H -0.403 2.651 2.485
Rh -0.058 -0.505 -1.264
P -1.568 0.986 -1.134
C -2.612 1.572 0.270
C -1.273 2.625 -1.904
H -2.426 -0.219 -3.041
H -3.711 0.826 -2.250
H -3.194 -0.734 -1.490
C -2.864 0.138 -2.090
H -0.686 2.522 -2.823
H -2.249 3.076 -2.136
H -3.452 2.140 -0.149
H -2.047 2.229 0.940
H -0.749 3.289 -1.200
H -3.001 0.727 0.847
C -0.086 0.570 1.126
O -0.542 -0.498 1.386
Cl 0.214 -1.181 -3.324
N 5.557 -3.483 2.516
C 4.858 -3.892 1.453
O 5.064 -4.937 0.854
C 3.757 -2.952 0.963
C 3.343 -1.735 1.537
C 2.291 -0.998 0.983
N 1.687 -1.398 -0.122
C 2.037 -2.527 -0.737
C 3.068 -3.340 -0.215
H 6.275 -4.067 2.912
H 5.287 -2.674 3.058
H 3.792 -1.396 2.441
H 1.983 -0.081 1.488
H 1.486 -2.751 -1.658
H 3.298 -4.277 -0.699
*
```


[3]
The following is a quantum chemistry calculation of one molecule with the formula C5H9FS at a distorted geometry, from the Open Molecules 2025 dataset.

Calculated values
* HOMO level: -8.4 eV
* E_tot: -693.8293 a.u.
* ΔE to the lowest compared entry with this formula, charge and spin: 87.2 kcal/mol
* SMILES: C[C@@H]1[C@@H](S)[C@@H]1CF
* max |F|: 3.71 eV Å⁻¹

ORCA input file:
```
! RIJCOSX wB97M-V def2-TZVPD def2/J DEFGRID3
* xyz 0 1
C -1.551 -0.371 0.882
C -0.519 0.570 -0.062
C -0.046 0.120 -1.399
S -0.200 0.939 -2.892
C 0.928 0.188 -0.080
C 1.506 -0.752 0.856
F 1.039 -2.060 0.716
H -1.553 -1.577 0.683
H -2.612 0.027 0.578
H -1.334 0.080 2.013
H -0.686 1.601 0.207
H 0.026 -0.911 -1.491
H -0.482 2.226 -2.347
H 1.625 0.995 -0.191
H 2.629 -0.709 0.559
H 1.229 -0.366 1.969
*
```


[4]
The following is a quantum chemistry calculation of C22H50N12O8PbS2 as an isolated structure at a distorted geometry, from the Open Molecules 2025 dataset.

Calculated values
* HOMO level: -8.3 eV
* E_tot: -3116.6948 a.u.
* max |F|: 2.04 eV Å⁻¹

ORCA input file:
```
! RIJCOSX wB97M-V def2-TZVPD def2/J DEFGRID3
* xyz 0 1
Pb -0.417 -1.083 0.242
N 1.874 1.935 -1.359
C 1.841 0.847 -2.355
C 1.880 -1.994 -2.327
N 1.284 -2.828 -1.279
C 2.249 -3.447 -0.340
C 2.172 -3.009 1.099
N 0.799 -2.928 1.607
C 0.539 -3.892 -1.949
C -0.817 -4.333 -1.312
N -1.559 -3.087 -0.971
H 1.474 1.577 -0.519
H 2.838 2.191 -1.082
H 2.186 1.269 -3.289
H 0.803 0.544 -2.468
H 2.565 -2.634 -2.956
H 1.065 -1.612 -3.010
H 3.291 -3.239 -0.683
H 2.049 -4.533 -0.379
H 2.582 -1.991 1.256
H 2.817 -3.709 1.690
H 0.739 -2.512 2.529
H 0.299 -3.795 1.588
H 1.141 -4.781 -2.078
H 0.249 -3.552 -2.972
H -0.663 -4.923 -0.395
H -1.369 -4.957 -2.044
H -2.280 -3.245 -0.296
H -2.005 -2.691 -1.848
N -2.801 -0.135 -0.707
C -3.413 0.350 0.549
C -4.875 0.782 0.400
C -5.126 1.749 -0.749
C -4.489 3.138 -0.688
N -3.049 3.166 -0.586
C -2.202 2.819 -1.566
N -2.615 2.589 -2.870
N -0.913 2.728 -1.278
C -3.320 -0.854 1.582
O -4.301 -1.071 2.278
O -2.219 -1.537 1.605
H -2.547 0.558 -1.390
H -3.374 -0.835 -1.210
H -2.798 1.193 0.931
H -5.179 1.247 1.335
H -5.465 -0.111 0.239
H -6.213 1.921 -0.860
H -4.840 1.281 -1.683
H -4.893 3.616 0.190
H -4.814 3.723 -1.592
H -2.620 3.403 0.317
H -3.623 2.355 -2.934
H -2.005 1.920 -3.366
H -0.609 3.044 -0.369
H -0.244 2.634 -1.994
N 6.504 -2.095 -1.547
C 5.773 -2.091 -0.423
N 6.487 -1.706 0.624
S 2.847 -0.577 -1.834
H 7.538 -1.978 -1.597
H 6.110 -2.486 -2.380
H 7.487 -1.536 0.598
H 6.040 -1.631 1.520
C -0.134 1.040 5.426
C 1.337 1.010 4.974
C 1.540 1.772 3.636
C 3.003 1.714 3.288
C 3.396 2.651 2.123
C 1.142 3.195 3.883
O 1.661 3.856 4.764
N 0.219 3.706 2.993
C -0.485 2.985 2.043
O -1.400 3.604 1.442
N -0.171 1.705 1.741
C 0.731 1.062 2.509
O 0.975 -0.123 2.295
H -0.261 0.529 6.363
H -0.819 0.552 4.698
H -0.521 2.101 5.526
H 1.634 -0.022 4.880
H 1.943 1.530 5.705
H 3.233 0.677 3.044
H 3.562 2.083 4.182
H 2.854 2.424 1.200
H 4.451 2.541 1.900
H 3.186 3.693 2.421
H -0.011 4.678 3.045
C -2.139 -1.400 -5.617
S -2.606 -0.659 -4.076
O -3.039 -1.758 -3.196
O -3.647 0.305 -4.382
O -1.373 0.010 -3.628
H -2.905 -2.100 -5.981
H -1.172 -1.928 -5.505
H -2.052 -0.592 -6.345
*
```


[5]
The following is a quantum chemistry calculation of one molecule with the formula C5H5IN2S at a distorted geometry, from the Open Molecules 2025 dataset.

Calculated values
* HOMO level: -7.8 eV
* E_tot: -998.7674 a.u.
* ΔE to the lowest compared entry with this formula, charge and spin: 39.8 kcal/mol
* max |F|: 2.80 eV Å⁻¹

ORCA input file:
```
! RIJCOSX wB97M-V def2-TZVPD def2/J DEFGRID3
* xyz 0 1
C -0.937 -2.988 0.340
C -2.032 -2.247 -0.119
C 0.195 -1.137 0.881
C 0.883 2.677 0.386
C 0.718 1.372 0.341
N 0.149 -2.342 0.837
N -1.935 -0.975 0.242
S 0.620 0.216 1.668
I -3.231 0.411 -0.512
H -0.813 -4.047 0.291
H -2.906 -2.717 -0.634
H 0.835 3.297 -0.556
H 1.112 3.292 1.252
H 0.433 0.758 -0.594
*
```


[6]
The following is a quantum chemistry calculation of C38H41F5O4S2 as an isolated structure at a distorted geometry, from the Open Molecules 2025 dataset.

Calculated values
* HOMO level: -8.9 eV
* E_tot: -3068.8491 a.u.
* ΔE to the lowest compared entry with this formula, charge and spin: 0.0 kcal/mol
* max |F|: 11.98 eV Å⁻¹

ORCA input file:
```
! RIJCOSX wB97M-V def2-TZVPD def2/J DEFGRID3
* xyz 0 1
F -0.305 -1.738 -2.362
C -1.090 -2.093 -3.501
C -1.677 -1.187 -4.246
C -2.510 -1.536 -5.291
C -2.657 -2.931 -5.515
C -2.086 -3.893 -4.711
C -1.300 -3.557 -3.629
H -1.264 -0.033 -4.141
H -2.899 -0.829 -5.862
H -3.312 -3.128 -6.332
H -2.301 -4.842 -4.603
H -0.826 -4.287 -2.983
F 0.376 1.333 6.647
C 0.030 0.224 5.958
C -1.205 0.206 5.186
C -1.460 -0.820 4.305
C -0.568 -1.885 4.126
C 0.583 -1.957 4.982
C 0.867 -0.960 5.864
H -1.732 1.014 5.294
H -2.391 -0.509 3.779
H -0.812 -2.459 3.360
H 1.193 -2.753 5.127
H 1.748 -0.940 6.496
F 5.283 -2.737 4.104
C 4.857 -1.525 3.661
C 4.241 -0.742 4.580
C 3.881 0.543 4.226
C 4.187 1.073 2.876
C 4.938 0.264 2.009
C 5.182 -1.136 2.371
H 4.142 -1.060 5.605
H 3.429 1.201 4.866
H 3.757 2.108 2.560
H 5.045 0.578 0.969
H 5.644 -1.665 1.535
F -6.320 -5.056 -1.882
C -5.408 -4.597 -1.018
C -5.579 -4.819 0.384
C -4.702 -4.348 1.353
C -3.613 -3.627 0.948
C -3.395 -3.463 -0.451
C -4.264 -3.907 -1.412
H -6.493 -5.402 0.658
H -4.951 -4.626 2.246
H -2.903 -3.130 1.536
H -2.502 -3.091 -0.765
H -4.078 -3.663 -2.477
F -4.536 1.610 -4.609
C -4.634 1.584 -3.253
C -4.589 2.758 -2.559
C -4.572 2.786 -1.112
C -4.655 1.475 -0.374
C -4.751 0.307 -1.156
C -4.630 0.367 -2.590
H -4.474 3.907 -2.976
H -4.448 3.850 -0.536
H -4.536 1.240 0.650
H -4.812 -0.667 -0.597
H -4.468 -0.646 -3.253
C 5.102 5.143 -1.900
C 4.085 4.100 -1.276
C 4.142 2.902 -2.118
S 5.827 2.749 -2.697
O 5.777 2.530 -4.128
O 6.666 2.055 -1.944
C 6.261 4.589 -2.499
H 5.326 5.668 -1.123
H 4.418 5.764 -2.530
H 3.078 4.458 -1.182
H 4.136 3.732 -0.208
H 3.540 3.098 -3.034
H 3.754 2.080 -1.578
H 6.592 4.970 -3.457
H 7.085 4.536 -1.666
C 1.647 1.034 0.420
C 0.755 2.005 -0.151
C -0.448 1.244 -0.555
S -0.845 0.355 0.905
O -1.130 -0.995 0.598
O -1.771 1.084 1.793
C 0.696 0.370 1.539
H 2.422 1.448 0.885
H 1.873 0.360 -0.402
H 1.206 2.547 -0.878
H 0.304 2.962 0.709
H -0.396 0.648 -1.366
H -1.215 1.827 -0.768
H 0.927 -0.489 2.079
H 0.513 1.039 2.471
*
```